A 3-piece molecular cluster, C5H9NO overall. Source: the OMol25 dataset; level of theory: ωB97M-V/def2-TZVPD.

Geometry as XYZ:
```
16
Properties=species:S:1:pos:R:3:lowdin_charge:R:1
C -1.3755 -0.8527 -0.8149 -0.032
C -0.5202 0.1740 -0.1963 -0.196
C -0.8983 1.4571 0.5050 -0.106
C 0.6161 1.6275 0.8345 -0.100
C 0.7783 0.3163 0.1303 -0.262
N 1.8724 -0.5009 -0.1158 -0.031
O 2.9224 -0.0810 0.3424 -0.016
H -1.9665 -0.4131 -1.6232 0.089
H -2.0617 -1.2666 -0.0667 0.095
H -0.7748 -1.6580 -1.2270 0.034
H 0.7384 -3.5164 -0.8735 0.033
H -1.3317 2.2258 -0.1422 0.116
H -1.5408 1.3069 1.3803 0.119
H 0.8773 1.6167 1.8947 0.112
H 1.1056 2.4671 0.3369 0.112
H 1.5589 -2.9027 -0.3645 0.033
```

The calculation puts the LUMO energy (spin up / spin down) at -0.51 / -0.51 eV. The energy above the lowest of the compared OMol25 structures with the same formula, charge and spin comes out at 150.5 kcal per mole. The value obtained for the maximum force is 0.0958 Eh/bohr. For the HOMO energy (spin up / spin down), the calculation gives -8.907 / -8.908 eV. The value obtained for the gap between HOMO and LUMO (spin up / spin down) is 8.4 / 8.4 eV.

=====

A single CH4OS2 molecule. Source: the OMol25 dataset; level of theory: ωB97M-V/def2-TZVPD.

Geometry as XYZ:
```
8
Properties=species:S:1:pos:R:3:lowdin_charge:R:1
C -0.2043 -0.4175 -0.4251 -0.219
O -0.5180 0.6404 -1.2969 -0.603
S -0.8286 2.6508 0.7912 0.285
S 0.0341 2.2813 -0.9670 0.461
H 0.7267 -0.2153 0.1048 0.070
H -0.2296 -1.3319 -0.9177 0.055
H -1.0156 -0.4534 0.2973 0.067
H 0.1990 2.8776 1.7652 -0.116
```

The calculation puts the LUMO energy (spin up / spin down) at 0.34 / -2.47 eV. The energy above the lowest of the compared OMol25 structures with the same formula, charge and spin comes out at 58.1 kcal per mole. The spin multiplicity is 3. The value obtained for the maximum force is 0.0511 Eh/bohr. For the HOMO energy (spin up / spin down), the calculation gives -5.885 / -9.852 eV. The value obtained for the gap between HOMO and LUMO (spin up / spin down) is 6.2 / 7.4 eV.

=====

A single C20H22N2O2S2 molecule. Source: the OMol25 dataset; level of theory: ωB97M-V/def2-TZVPD.

Geometry as XYZ:
```
48
Properties=species:S:1:pos:R:3:lowdin_charge:R:1
C -7.3670 -1.6366 -1.1683 -0.396
S -6.1721 -2.0673 0.1284 0.898
C -4.9732 -0.7826 0.0524 -0.543
C -3.9416 -0.8434 0.9898 -0.107
C -2.9480 0.1097 1.0048 -0.030
C -2.9621 1.1625 0.0884 -0.146
C -1.9671 2.2581 0.0335 -0.325
O -2.3083 3.3829 -0.2637 0.106
C -0.4971 1.9682 0.3069 -0.206
C -0.1614 2.1228 1.7975 -0.143
C 1.3402 1.9354 1.9952 -0.153
C 1.7829 0.5830 1.4303 -0.166
N 1.4125 0.4805 0.0399 -0.051
C 2.2701 0.4313 -1.0024 -0.458
O 1.9102 0.5018 -2.1627 0.083
C 3.7188 0.2527 -0.6666 -0.160
C 4.6445 1.2354 -0.9734 0.001
C 5.9948 1.0019 -0.7413 -0.054
C 6.3629 -0.2266 -0.2239 -0.134
N 5.4952 -1.1862 0.0530 0.051
C 4.2122 -0.9624 -0.1652 -0.550
S 3.0999 -2.2694 0.2082 0.942
C 4.2787 -3.5472 0.7226 -0.384
C -0.0074 0.6106 -0.2070 -0.085
C -4.0154 1.2280 -0.8246 -0.003
C -5.0035 0.2664 -0.8588 -0.078
H -7.8133 -0.6698 -0.9549 0.039
H -8.1281 -2.4098 -1.1310 0.030
H -6.8816 -1.6447 -2.1397 0.038
H -3.9371 -1.6498 1.7075 0.103
H -2.1869 0.0481 1.7658 0.102
H 0.0552 2.7492 -0.2308 0.160
H -0.4684 3.1127 2.1392 0.126
H -0.6985 1.3808 2.3902 0.107
H 1.5912 1.9846 3.0556 0.115
H 1.8802 2.7319 1.4791 0.121
H 2.8622 0.4708 1.5350 0.115
H 1.2954 -0.2294 1.9824 0.126
H 4.3058 2.1724 -1.3904 0.126
H 6.7353 1.7529 -0.9638 0.100
H 7.3966 -0.4719 -0.0194 0.107
H 3.6926 -4.4270 0.9664 0.029
H 4.9586 -3.7493 -0.0981 0.034
H 4.8293 -3.1945 1.5882 0.033
H -0.1607 0.5302 -1.2852 0.138
H -0.5239 -0.2158 0.2888 0.126
H -4.0405 2.0520 -1.5219 0.122
H -5.7905 0.3478 -1.5909 0.093
```

The calculation puts the LUMO energy at 0.40 eV. The energy above the lowest of the compared OMol25 structures with the same formula, charge and spin comes out at 0.0 kcal per mole. The value obtained for the maximum force is 0.0125 Eh/bohr. For the HOMO energy, the calculation gives -8.339 eV. The value obtained for the gap between HOMO and LUMO is 8.7 eV.